# 1
The following is a quantum chemistry calculation of C6H8N2O2S as an isolated structure in a non-equilibrium geometry, from the Open Molecules 2025 dataset.

```
! wB97M-V def2-TZVPD RIJCOSX def2/J DEFGRID3
* xyz 0 1
C -1.38 0.51 0.26
C -0.12 0.66 0.89
C -2.48 0.75 1.26
C 0.78 -0.55 -1.28
C 1.77 -0.03 -2.38
C 1.53 -1.33 -0.19
N -1.46 -0.15 -0.88
N -0.41 -0.26 -1.50
O -1.08 -0.24 3.47
O -1.09 2.29 3.01
S -1.13 0.92 2.53
H -2.87 1.77 1.05
H -3.22 -0.08 1.44
H 2.64 0.30 -1.69
H 1.34 0.81 -2.98
H 2.15 -0.80 -3.02
H 0.94 -1.36 0.75
H 2.53 -0.84 -0.18
H 1.55 -2.38 -0.54
*
```

The value obtained for the total energy is -24254.5509 eV. The strongest force on any atom is 0.06870 hartree/bohr. The calculation puts the energy above the lowest of the compared OMol25 structures with the same formula, charge and spin at 189.6 kcal per mole.

Electronic structure analysis, Löwdin charges in units of e: -0.44, 0.06, -0.17, -0.33, -0.02, -0.03, 0.14, 0.05, -0.36, -0.34, 0.69, 0.10, 0.11, 0.10, 0.10, 0.07, 0.07, 0.10, 0.10

# 2
The following is a quantum chemistry calculation of a 2-piece molecular cluster, C6H8N2S overall in a non-equilibrium geometry, from the Open Molecules 2025 dataset.

```
! wB97M-V def2-TZVPD RIJCOSX def2/J DEFGRID3
* xyz 0 1
C -0.99 -1.66 1.30
C 0.13 -1.85 0.52
C -1.70 -1.72 -0.69
C 2.12 1.51 -1.14
C 0.86 1.09 -1.02
C -0.30 2.62 1.12
N -2.13 -1.60 0.51
N -0.35 -1.83 -0.73
S -0.60 1.84 -0.31
H -0.85 -1.98 2.32
H 1.19 -1.96 0.71
H 2.37 2.54 -1.06
H 2.88 0.91 -1.61
H 0.64 3.18 1.37
H -2.36 -1.73 -1.53
H -1.06 2.60 1.83
H 0.15 -1.95 -1.60
*
```

The value obtained for the total energy is -20162.2117 eV. The strongest force on any atom is 0.05852 hartree/bohr. The calculation puts the energy above the lowest of the compared OMol25 structures with the same formula, charge and spin at 111.4 kcal per mole.

Electronic structure analysis, Löwdin charges in units of e: -0.17, -0.14, -0.26, -0.12, -0.41, -0.37, 0.05, 0.02, 0.84, 0.08, 0.11, 0.03, 0.04, 0.04, 0.11, -0.03, 0.15

# 3
The following is a quantum chemistry calculation of a single C6H8N2S molecule in a non-equilibrium geometry, from the Open Molecules 2025 dataset.

```
! wB97M-V def2-TZVPD RIJCOSX def2/J DEFGRID3
* xyz 0 1
C 1.46 -1.08 -0.49
C -0.35 -1.07 1.07
C -1.63 -1.31 0.93
C -0.66 0.14 -1.11
C 0.38 -0.31 0.00
C 1.25 0.87 0.72
N 2.42 -1.53 -0.89
N -0.60 1.50 -1.22
S -2.36 -0.61 -0.60
H 0.13 -1.67 1.81
H -2.20 -2.01 1.53
H -0.43 -0.21 -2.15
H 0.49 1.54 1.14
H 1.85 1.38 -0.04
H 1.98 0.43 1.43
H -1.15 2.10 -1.86
H -0.58 1.84 -0.28
*
```

Its SMILES is C[C@@]1(C#N)C=CS[C@H]1N. The value obtained for the total energy is -20165.2897 eV. The strongest force on any atom is 0.06945 hartree/bohr. The calculation puts the energy above the lowest of the compared OMol25 structures with the same formula, charge and spin at 40.4 kcal per mole.

Electronic structure analysis, Löwdin charges in units of e: -0.24, -0.17, -0.36, -0.56, -0.43, -0.01, 0.19, 0.00, 0.84, 0.12, 0.07, 0.12, 0.08, 0.09, 0.10, 0.12, 0.06

# 4
The following is a quantum chemistry calculation of a single C6H8N2S molecule in a non-equilibrium geometry, from the Open Molecules 2025 dataset.

```
! wB97M-V def2-TZVPD RIJCOSX def2/J DEFGRID3
* xyz 0 1
C 1.83 1.89 1.91
C 0.28 0.85 0.45
C -2.11 0.51 0.19
C -0.87 0.23 -0.18
C 0.26 -2.06 -0.98
C -0.46 -0.75 -1.29
N 2.36 1.28 0.91
N 1.47 0.74 0.05
S 0.11 1.69 1.96
H 2.26 2.34 2.70
H -2.90 0.06 -0.21
H -2.25 1.13 0.99
H 0.86 -1.79 -0.13
H -0.55 -2.67 -0.69
H 0.79 -2.49 -1.83
H -1.19 -1.03 -2.06
H 0.12 0.07 -1.80
*
```

Its SMILES is C=C(CC)c1nncs1. The value obtained for the total energy is -20164.7875 eV. The strongest force on any atom is 0.07905 hartree/bohr. The calculation puts the energy above the lowest of the compared OMol25 structures with the same formula, charge and spin at 52.0 kcal per mole.

Electronic structure analysis, Löwdin charges in units of e: -0.43, -0.59, 0.08, -0.30, -0.08, -0.23, -0.04, 0.02, 1.07, 0.03, 0.03, 0.01, 0.06, 0.06, 0.08, 0.11, 0.12

# 5
The following is a quantum chemistry calculation of a single C6H8N2S molecule in a non-equilibrium geometry, from the Open Molecules 2025 dataset.

```
! wB97M-V def2-TZVPD RIJCOSX def2/J DEFGRID3
* xyz 0 1
C -1.86 1.54 0.06
C -2.99 0.82 -0.05
C -0.70 0.78 0.16
C -1.01 -0.55 0.11
C 0.80 0.79 0.22
C 2.27 -1.03 -0.35
N 0.13 -1.43 0.16
N 1.23 -0.63 0.55
S -2.69 -0.90 -0.07
H -1.62 2.65 -0.07
H -3.92 0.96 -0.34
H 1.32 1.19 -0.66
H 1.17 1.52 0.99
H 2.82 -2.07 0.07
H 1.94 -1.26 -1.34
H 3.11 -0.26 -0.36
H 0.00 -2.14 0.92
*
```

Its SMILES is CN1Cc2ccsc2N1. The value obtained for the total energy is -20164.0382 eV. The strongest force on any atom is 0.09809 hartree/bohr. The calculation puts the energy above the lowest of the compared OMol25 structures with the same formula, charge and spin at 69.3 kcal per mole.

Electronic structure analysis, Löwdin charges in units of e: -0.15, -0.39, -0.25, -0.53, -0.11, -0.15, -0.04, -0.21, 1.04, 0.14, -0.01, 0.11, 0.12, 0.13, 0.06, 0.09, 0.14

# 6
The following is a quantum chemistry calculation of a 2-piece molecular cluster, C6H8N3OP overall in a non-equilibrium geometry, from the Open Molecules 2025 dataset.

```
! wB97M-V def2-TZVPD RIJCOSX def2/J DEFGRID3
* xyz 0 1
C -1.26 2.07 1.24
C 0.03 1.96 1.11
C -1.96 2.42 -0.03
C 0.01 2.11 -1.11
C 0.92 -3.20 -0.35
C -0.20 -2.26 -0.13
N 0.70 1.91 -0.05
N -1.31 2.42 -1.17
N 2.09 -2.56 -0.44
O 0.37 -0.94 -0.26
P 2.06 -0.89 -0.35
H -1.61 2.11 2.29
H 0.57 1.94 2.08
H -2.92 2.84 -0.08
H 0.59 -4.26 -0.13
H 0.37 1.97 -2.12
H -0.97 -2.27 -0.94
H -0.53 -2.49 0.96
H 3.06 -2.89 -0.53
*
```

The value obtained for the total energy is -22154.8563 eV. The strongest force on any atom is 0.09785 hartree/bohr. The calculation puts the energy above the lowest of the compared OMol25 structures with the same formula, charge and spin at 69.7 kcal per mole.

Electronic structure analysis, Löwdin charges in units of e: -0.05, -0.21, -0.09, -0.24, -0.22, -0.27, 0.06, 0.07, -0.29, -0.50, 0.83, 0.12, 0.12, 0.09, 0.13, 0.11, 0.12, 0.13, 0.10

# 7
The following is a quantum chemistry calculation of a single C6H8N4 molecule in a non-equilibrium geometry, from the Open Molecules 2025 dataset.

```
! wB97M-V def2-TZVPD RIJCOSX def2/J DEFGRID3
* xyz 0 1
C -1.67 -2.58 -1.62
C -1.50 0.96 -1.18
C -1.84 -1.27 -1.58
C -0.09 -0.49 -0.12
C 0.12 2.02 0.28
C 1.92 -0.58 1.46
N -1.22 -3.67 -1.43
N -2.00 -0.05 -1.77
N -0.42 0.72 -0.25
N 0.85 -1.10 0.60
H -1.87 2.04 -1.26
H 1.03 2.33 -0.28
H -0.73 2.82 0.11
H 0.16 2.07 1.34
H 1.41 -0.26 2.40
H 2.72 -1.26 1.77
H 2.39 0.37 1.00
H 0.74 -2.06 0.54
*
```

The value obtained for the total energy is -12306.1566 eV. The strongest force on any atom is 0.08082 hartree/bohr. The calculation puts the energy above the lowest of the compared OMol25 structures with the same formula, charge and spin at 137.3 kcal per mole.

Electronic structure analysis, Löwdin charges in units of e: -0.28, -0.17, -0.07, -0.13, -0.02, -0.08, 0.11, 0.04, -0.11, -0.02, 0.13, 0.10, 0.11, 0.06, 0.08, 0.08, 0.10, 0.09

# 8
The following is a quantum chemistry calculation of an isolated ion of composition C6H8NO and charge -1 in a non-equilibrium geometry, from the Open Molecules 2025 dataset.

```
! wB97M-V def2-TZVPD RIJCOSX def2/J DEFGRID3
* xyz -1 1
C -2.06 -2.30 0.14
C -1.31 -1.36 0.16
C 1.67 1.23 0.12
C 2.00 -0.28 0.32
C 0.78 0.09 -0.33
C -0.72 0.05 0.24
N -1.60 1.07 -0.40
O -2.78 1.33 0.23
H -2.61 -3.15 -0.21
H 1.19 1.85 0.84
H 2.27 1.81 -0.65
H 2.85 -0.71 -0.29
H 2.01 -0.65 1.42
H 0.95 -0.02 -1.49
H -0.81 0.24 1.27
H -1.83 0.81 -1.37
*
```

Its SMILES is C#C[C@H](N[O-])C1CC1. The value obtained for the total energy is -9883.5466 eV. The strongest force on any atom is 0.08416 hartree/bohr. The calculation puts the energy above the lowest of the compared OMol25 structures with the same formula, charge and spin at 65.1 kcal per mole.

Electronic structure analysis, Löwdin charges in units of e: 0.05, -0.11, -0.14, -0.18, -0.32, -0.30, -0.28, -0.45, -0.01, 0.08, 0.10, 0.10, 0.12, 0.16, 0.10, 0.08